37
Properties=species:S:1:pos:R:3:lowdin_charge:R:1 method="wB97M-V/def2-TZVPD" largest_force_ev_per_a=12.3 homo_lumo_gap_ev=9.77 e_homo_ev=-10.0
S 1.271 0.353 1.586 0.877
S 2.262 -3.697 0.293 0.749
S -0.717 3.356 -1.960 0.758
O 0.865 -4.128 0.990 -0.167
O 3.344 -3.889 1.249 -0.242
O 2.473 -4.222 -1.080 -0.268
O 0.634 4.001 -1.758 -0.373
O 1.836 -2.093 0.039 -0.184
O 0.626 1.525 2.629 -0.177
O -0.092 -0.609 1.843 -0.349
O 2.534 -0.133 2.155 -0.169
O 1.310 0.871 0.193 -0.224
O -1.976 4.072 -1.764 -0.352
C -0.115 -3.160 0.661 -0.149
C -0.654 2.402 -3.568 -0.183
C -0.174 0.888 3.584 -0.186
C -1.063 -0.023 2.708 -0.092
C -0.809 1.772 -1.002 -0.255
C 0.582 -1.822 0.641 -0.332
C -0.415 0.905 -3.165 -0.195
C -1.293 0.638 -1.899 -0.193
H -0.829 -3.019 1.473 0.135
H -1.623 -0.745 3.303 0.148
H -0.607 0.199 -3.973 0.108
H 0.460 0.298 4.245 0.131
H -1.702 2.530 -3.839 0.090
H -1.665 0.681 2.132 0.131
H 0.666 -1.573 1.699 0.031
H -2.363 0.698 -2.096 0.116
H -0.677 -3.472 -0.220 0.140
H 0.079 2.950 -4.160 0.096
H 0.152 1.449 -0.604 0.010
H -0.550 1.728 4.168 0.146
H -0.960 -0.341 -1.555 0.099
H 0.094 -0.961 0.184 0.116
H -1.524 1.922 -0.192 0.094
H 0.620 0.649 -2.942 0.115


28
Properties=species:S:1:pos:R:3:lowdin_charge:R:1 method="wB97M-V/def2-TZVPD" smiles="C[Si](C)(C)C(=O)C(=O)CCCO" largest_force_ev_per_a=1.5 relative_energy_kcal_mol=37.7 homo_lumo_gap_ev=8.86 e_homo_ev=-8.8
Si 1.157 -0.351 -1.316 0.630
O 0.308 -2.346 0.455 0.065
O 2.229 0.062 1.888 0.099
O -3.627 0.951 2.057 -0.062
C -0.063 -0.189 2.526 -0.116
C 3.052 -0.205 -1.419 -0.169
C 1.141 -0.414 1.630 -0.361
C 0.380 1.389 -1.320 -0.171
C 0.770 -1.234 0.377 -0.356
C -1.349 0.122 1.761 -0.183
C 0.408 -1.469 -2.659 -0.173
C -2.542 0.330 2.702 -0.275
H 0.792 -2.483 -2.578 0.030
H 0.640 -1.107 -3.657 0.025
H -0.198 -1.120 3.084 0.136
H -0.674 -1.518 -2.576 0.028
H -2.269 1.011 3.512 0.123
H -1.576 -0.692 1.071 0.111
H 0.566 1.912 -0.386 0.025
H 0.815 1.989 -2.113 0.028
H 3.416 0.519 -0.696 0.026
H 3.543 -1.151 -1.211 0.032
H 3.366 0.123 -2.406 0.027
H -3.954 0.378 1.356 0.088
H -0.694 1.364 -1.484 0.028
H -1.216 1.034 1.176 0.113
H 0.167 0.608 3.237 0.128
H -2.849 -0.631 3.139 0.125


34
Properties=species:S:1:pos:R:3:lowdin_charge:R:1 method="wB97M-V/def2-TZVPD" largest_force_ev_per_a=0.3 homo_lumo_gap_ev=6.78 e_homo_ev=-11.6 total_charge=+1
W 0.710 -1.873 -0.975 0.222
Sb 1.071 -3.317 -3.135 0.260
Se -1.463 -2.453 -0.993 0.322
Se 0.917 -5.055 -4.626 0.112
Se 2.195 -1.181 -3.173 0.184
Se 1.687 -3.394 0.331 0.331
O -0.103 0.420 -1.697 -0.351
O -1.511 0.475 0.434 -0.217
O -0.084 -0.878 2.111 -0.183
O 1.681 -0.177 0.056 -0.373
C -1.471 0.828 -1.873 -0.166
C 1.987 1.032 -0.671 -0.161
C 0.832 0.169 2.311 -0.178
C -2.091 1.288 -0.551 -0.180
C -1.424 -0.617 2.498 -0.152
C 0.753 1.519 -1.420 -0.167
C -2.027 0.567 1.742 -0.174
C 2.041 -0.151 1.472 -0.137
H 2.823 0.817 -1.333 0.086
H 2.829 0.588 1.603 0.139
H 1.056 1.993 -2.358 0.143
H 0.418 1.138 2.013 0.130
H -1.761 1.530 2.195 0.130
H 1.142 0.237 3.362 0.149
H -1.898 2.350 -0.353 0.130
H -1.497 -0.455 3.578 0.137
H -3.118 0.483 1.755 0.138
H -1.985 -0.046 -2.258 0.073
H -3.177 1.155 -0.603 0.141
H -1.513 1.623 -2.620 0.142
H 0.219 2.251 -0.815 0.129
H 2.435 -1.136 1.704 0.078
H 2.293 1.794 0.043 0.139
H -1.966 -1.525 2.244 0.123


26
Properties=species:S:1:pos:R:3:lowdin_charge:R:1 method="wB97M-V/def2-TZVPD" smiles="CC/C=C/C(C)(C)C.O=S" largest_force_ev_per_a=4.9 relative_energy_kcal_mol=108.9 homo_lumo_gap_ev="7.36 / 7.32" e_homo_ev="-8.4 / -8.3"
S -0.963 -2.623 0.072 0.835
O -1.606 -2.722 -1.234 -0.611
C 2.108 -0.393 0.818 -0.062
C -0.888 0.100 0.703 -0.186
C 1.927 1.098 -1.251 -0.067
C 1.306 -0.155 -0.480 -0.648
C -0.160 0.219 -0.399 -0.139
C -2.724 1.549 1.444 -0.132
C -2.442 0.346 0.651 -0.268
C 1.454 -1.404 -1.195 -0.160
H -0.553 -0.114 1.716 0.113
H 1.594 1.961 -0.656 0.067
H -2.489 1.665 2.547 0.100
H 2.352 -1.213 -1.871 0.118
H -0.646 0.338 -1.449 0.169
H -2.726 0.596 -0.315 0.091
H 3.064 1.192 -1.354 0.097
H 1.498 1.373 -2.281 0.099
H -2.755 -0.564 1.003 0.057
H -3.848 1.607 1.490 0.088
H 1.886 0.580 1.301 0.083
H 3.186 -0.621 0.704 0.096
H -2.401 2.349 0.832 0.063
H 1.613 -1.157 1.527 0.102
H 0.581 -1.735 -1.750 0.043
H 1.633 -2.272 -0.571 0.051